Entry from the Open Molecules 2025 dataset: a 2-piece molecular cluster, C5H10BNO3 overall (the ωB97M-V functional and the def2-TZVPD basis).

## Properties
**HOMO-LUMO gap**: 6.856 eV
**Electronic energy**: -13653.5900 eV
**E_LUMO**: 0.0074 Ha
**ΔE to the lowest compared entry with this formula, charge and spin**: 4.504 eV

Last column: Mulliken charge in e.
Geometry (Å):
O (-1.552, 0.030, 1.346)  -0.3991
O (3.120, 0.259, 0.874)  -0.4278
O (2.165, 1.584, -0.858)  -0.3661
N (-0.177, -0.517, 1.332)  -0.2211
C (-0.712, 0.113, -0.749)  -0.7490
C (-1.707, 0.504, 0.055)  0.5825
C (0.668, -2.134, -0.356)  -1.6098
C (-2.925, 1.204, -0.091)  -1.0102
C (0.267, -0.694, 0.015)  0.8299
B (2.189, 0.516, -0.075)  0.3921
H (0.908, -2.077, -1.426)  0.3696
H (-2.756, 2.355, -0.435)  0.2294
H (2.946, 2.189, -0.718)  0.2757
H (-0.135, -2.897, -0.384)  0.3803
H (-0.157, -1.362, 2.013)  0.2664
H (3.750, 0.894, 0.913)  0.2483
H (-3.619, 0.739, -0.759)  0.2623
H (-3.208, 1.278, 0.996)  0.3260
H (1.532, -2.416, 0.164)  0.4113
H (-0.597, 0.432, -1.856)  0.2095

Forces on the atoms, in the same order (eV/Å):
O 1.2 -0.4 -0.4
O -2.9 -3.2 -0.2
O 1.1 1.9 -0.7
N -0.7 -1.1 3.4
C -0.1 0.6 -2.2
C 2.7 -2.1 -0.1
C -1.6 1.2 -2.3
C -0.9 4.6 0.9
C 2.9 1.0 -0.7
B -3.0 -2.7 0.9
H 0.4 0.0 0.1
H -0.4 -2.7 0.6
H -1.1 -0.7 -0.3
H 0.1 0.4 0.8
H -0.4 1.8 -1.9
H 3.3 3.0 0.4
H -0.6 -0.2 -0.1
H -0.9 0.1 -1.3
H 1.0 -0.7 0.8
H -0.2 -0.7 2.2

---

Entry from the Open Molecules 2025 dataset: C5H10BrO2Si as an isolated structure (the ωB97M-V functional and the def2-TZVPD basis).

## Properties
**HOMO-LUMO gap**: 8.268 eV
**Electronic energy**: -87363.9520 eV
**E_LUMO**: 0.1219 Ha
**Charge**: -1
**ΔE to the lowest compared entry with this formula, charge and spin**: 0.000 eV

Last column: Mulliken charge in e.
Geometry (Å):
Br (3.065, -1.182, -0.021)  -0.3414
Si (-0.266, -0.038, 0.012)  0.6916
O (0.510, 2.149, -0.134)  -0.5926
O (2.696, 2.363, 0.132)  -0.7122
C (-1.795, 0.831, 0.712)  -1.0854
C (1.639, 1.781, 0.146)  0.5043
C (-0.153, -0.197, -1.856)  -1.0336
C (-0.534, -1.803, 0.660)  -1.2700
C (1.503, 0.306, 0.583)  -0.3072
H (1.729, 0.293, 1.717)  0.3366
H (-1.059, -0.824, -2.338)  0.2072
H (-1.893, 1.740, 0.068)  0.2341
H (0.067, -2.633, 0.182)  0.3363
H (0.742, -0.693, -2.158)  0.3130
H (-1.664, -2.107, 0.512)  0.2068
H (-1.668, 1.172, 1.787)  0.3065
H (-0.209, -1.978, 1.605)  0.4575
H (-2.520, 0.120, 0.790)  0.3759
H (-0.190, 0.698, -2.397)  0.3727

Forces on the atoms, in the same order (eV/Å):
Br -1.5 1.5 0.4
Si 0.5 -0.7 0.1
O -3.5 1.1 -0.7
O 1.5 1.1 0.1
C 3.0 2.6 0.7
C 2.7 -2.1 0.1
C -3.0 -2.0 -0.6
C -2.1 -1.6 -3.8
C 1.4 -0.6 2.0
H -0.5 -0.2 -1.7
H 1.8 1.1 1.2
H -0.7 -0.9 0.6
H -0.6 1.0 -0.3
H 0.8 -0.6 0.0
H 2.0 0.4 0.6
H 0.3 -0.2 -1.2
H 0.4 0.0 3.5
H -2.6 -1.6 -0.5
H 0.0 1.7 -0.5

---

Entry from the Open Molecules 2025 dataset: a 2-piece molecular cluster, C5H10BrO3P overall (the ωB97M-V functional and the def2-TZVPD basis).

## Properties
**HOMO-LUMO gap (spin up / spin down)**: 7.507 / 8.089 eV
**Electronic energy**: -90817.2803 eV
**E_LUMO (spin up / spin down)**: -0.0396 / -0.0207 Ha
**ΔE to the lowest compared entry with this formula, charge and spin**: 1.163 eV

Last column: Mulliken charge in e.
Geometry (Å):
Br (-2.560, -1.594, 1.232)  -0.1470
P (1.187, 0.119, 0.380)  0.8432
O (2.298, -0.830, 0.607)  -0.6220
O (1.288, 0.955, -1.015)  -0.2494
O (1.138, 1.249, 1.570)  -0.3097
C (-0.797, -2.159, -1.297)  -0.4061
C (-1.394, -1.281, -0.265)  -0.0576
C (1.001, 0.629, 2.850)  -0.6545
C (-1.533, -0.947, -1.700)  0.0387
C (0.450, 2.054, -1.137)  -0.7963
H (0.814, 3.000, -0.777)  0.2938
H (1.454, -0.441, 2.887)  0.3038
H (-1.253, -3.106, -1.405)  0.3038
H (0.356, -2.169, -1.462)  0.1285
H (1.454, 1.383, 3.538)  0.2152
H (-0.580, 1.758, -0.791)  0.3392
H (0.166, 2.010, -2.264)  0.2871
H (-2.492, -0.998, -2.178)  0.2963
H (-0.975, -0.070, -1.757)  -0.1037
H (-0.021, 0.436, 2.986)  0.2966

Forces on the atoms, in the same order (eV/Å):
Br 0.7 0.1 -1.2
P -0.1 -0.2 0.2
O -0.5 0.1 -0.6
O 1.3 -1.0 1.7
O 0.0 -0.7 -1.7
C 3.1 0.0 0.6
C 1.0 0.0 1.1
C 1.8 -0.9 0.5
C -1.6 0.1 1.2
C -3.5 -1.0 -3.2
H 0.2 0.1 0.2
H 0.0 2.1 0.0
H -0.5 -0.9 -0.4
H -2.2 -0.1 0.5
H -0.5 -1.2 -0.2
H 0.9 0.8 0.7
H 1.0 1.1 1.5
H -0.2 0.1 -0.3
H 0.8 1.3 -1.4
H -1.6 0.2 0.8

---

Entry from the Open Molecules 2025 dataset: one molecule with the formula C5H10Cl2Si (the ωB97M-V functional and the def2-TZVPD basis).

## Properties
**HOMO-LUMO gap**: 10.589 eV
**SMILES string**: Cl[Si]1(Cl)CCCCC1
**Electronic energy**: -38272.7147 eV
**E_LUMO**: 0.0244 Ha
**ΔE to the lowest compared entry with this formula, charge and spin**: 0.689 eV

Last column: Mulliken charge in e.
Geometry (Å):
Cl (-0.955, -2.207, 1.430)  -0.2852
Cl (1.192, -0.219, 3.459)  -0.3177
Si (0.299, -0.520, 1.570)  0.5455
C (-1.369, 0.712, -0.329)  -0.7034
C (1.498, -0.629, 0.151)  -0.5538
C (-0.380, 0.441, -1.501)  -0.5112
C (-0.610, 1.012, 1.015)  -0.7705
C (0.638, -0.765, -1.159)  -0.7215
H (-0.078, -1.553, -0.960)  0.2984
H (-0.926, 0.027, -2.436)  0.2951
H (-1.965, -0.182, -0.236)  0.3233
H (-2.044, 1.547, -0.546)  0.3174
H (0.214, 1.277, -1.826)  0.3724
H (0.104, 1.800, 0.816)  0.3676
H (-1.138, 1.432, 1.866)  0.4037
H (2.214, -1.460, 0.468)  0.2927
H (2.085, 0.317, 0.257)  0.2799
H (1.222, -1.030, -2.042)  0.3673

Forces on the atoms, in the same order (eV/Å):
Cl 0.5 0.6 0.6
Cl -0.5 -0.4 -0.9
Si 0.1 0.7 -0.5
C 0.8 0.5 0.1
C 0.9 -0.5 1.0
C 0.4 -2.1 -0.5
C -0.4 -0.4 0.0
C -0.8 0.8 0.7
H 0.2 -0.7 -0.2
H 0.6 0.9 1.5
H -0.4 -0.2 0.2
H 0.1 -0.2 -0.2
H 0.0 0.7 0.1
H 0.7 0.0 -0.1
H -1.0 -0.1 -0.2
H -0.8 0.7 -1.3
H -0.4 -0.6 -0.4
H 0.0 0.1 0.1

---

Entry from the Open Molecules 2025 dataset: a 2-piece molecular cluster, C5H10ClN overall (the ωB97M-V functional and the def2-TZVPD basis).

## Properties
**HOMO-LUMO gap (spin up / spin down)**: 8.620 / 7.475 eV
**Electronic energy**: -19354.5807 eV
**E_LUMO (spin up / spin down)**: 0.0192 / 0.0032 Ha
**ΔE to the lowest compared entry with this formula, charge and spin**: 5.109 eV

Last column: Mulliken charge in e.
Geometry (Å):
Cl (2.877, 0.807, 0.017)  -0.1493
N (1.436, -1.474, 0.231)  -0.2660
C (-0.547, 0.985, -0.206)  0.3669
C (0.133, -2.019, -0.090)  -0.7531
C (1.718, -0.348, -0.558)  -0.2199
C (-0.520, 1.869, 0.985)  -1.0267
C (-1.645, 0.880, -0.918)  -0.7686
H (1.603, -0.635, -1.530)  0.4459
H (-1.728, 0.349, -1.869)  0.2680
H (0.044, -2.608, -1.118)  0.2438
H (-2.491, 1.471, -0.612)  0.2830
H (-1.312, 2.784, 0.848)  0.2859
H (1.530, -1.297, 1.223)  0.2696
H (-0.706, -1.348, -0.196)  0.1799
H (0.488, 2.195, 1.316)  0.2698
H (-0.067, -2.871, 0.551)  0.3847
H (-0.814, 1.260, 1.926)  0.1862

Forces on the atoms, in the same order (eV/Å):
Cl -0.3 -0.8 -0.5
N -0.1 1.4 -0.4
C 0.9 0.0 -0.1
C -0.3 -3.1 -2.4
C -1.7 0.3 3.8
C -1.0 0.5 2.0
C 0.4 -0.3 -1.1
H 0.2 0.4 -2.9
H 0.0 -0.1 0.4
H 1.0 1.4 1.5
H -0.5 0.2 0.0
H 2.1 -2.1 0.5
H 0.0 0.0 0.0
H 0.1 0.7 0.7
H -0.5 0.4 -0.7
H -0.2 0.2 0.6
H 0.0 0.9 -1.4

---

Entry from the Open Molecules 2025 dataset: a 2-piece molecular cluster, C5H10ClN overall (the ωB97M-V functional and the def2-TZVPD basis).

## Properties
**HOMO-LUMO gap**: 10.559 eV
**SMILES string**: [H]/N=C(/C=C)CC.Cl
**Electronic energy**: -19358.1664 eV
**E_LUMO**: 0.0125 Ha
**ΔE to the lowest compared entry with this formula, charge and spin**: 1.523 eV

Last column: Mulliken charge in e.
Geometry (Å):
Cl (3.144, -1.010, 0.145)  -0.3562
N (0.725, -0.050, 1.405)  -0.6716
C (-0.068, 0.310, 0.505)  0.6535
C (0.883, 2.454, -0.293)  -0.8249
C (0.218, 1.313, -0.532)  -0.2138
C (-1.154, -1.700, -0.624)  -1.0102
C (-1.396, -0.407, 0.276)  -0.7256
H (0.228, -0.795, 1.868)  0.2602
H (1.449, 2.642, 0.596)  0.3112
H (0.981, 3.086, -1.115)  0.2977
H (-1.467, -1.464, -1.593)  0.3182
H (-2.126, 0.273, -0.140)  0.4204
H (-0.036, -1.869, -0.650)  0.2571
H (-1.587, -2.566, -0.346)  0.3846
H (-1.824, -0.723, 1.318)  0.3225
H (2.095, -0.639, 0.832)  0.3766
H (-0.063, 1.144, -1.653)  0.2002

Forces on the atoms, in the same order (eV/Å):
Cl 0.8 -0.5 -0.5
N 0.3 -0.1 0.8
C -1.9 -0.2 -2.1
C -0.3 -2.1 0.1
C 0.8 1.0 -1.6
C 3.2 3.7 0.5
C -0.4 -1.6 2.0
H 0.2 -0.4 1.0
H -0.3 0.2 0.6
H 0.4 1.3 -1.0
H -0.4 0.2 -1.6
H -0.2 0.0 -0.3
H -1.1 0.0 -0.1
H -1.7 -2.6 1.4
H 0.8 0.5 -1.7
H -0.2 0.5 0.3
H -0.1 0.0 2.4

---

Among the records above, which one has the lowest ΔE to the lowest compared entry with this formula, charge and spin? C5H10BrO2Si

---

Look up the ΔE to the lowest compared entry with this formula, charge and spin of the fifth one. 5.109 eV

---

Copy entry 3 word for word.
Entry from the Open Molecules 2025 dataset: a 2-piece molecular cluster, C5H10BrO3P overall (the ωB97M-V functional and the def2-TZVPD basis).

## Properties
**HOMO-LUMO gap (spin up / spin down)**: 7.507 / 8.089 eV
**Electronic energy**: -90817.2803 eV
**E_LUMO (spin up / spin down)**: -0.0396 / -0.0207 Ha
**ΔE to the lowest compared entry with this formula, charge and spin**: 1.163 eV

Last column: Mulliken charge in e.
Geometry (Å):
Br (-2.560, -1.594, 1.232)  -0.1470
P (1.187, 0.119, 0.380)  0.8432
O (2.298, -0.830, 0.607)  -0.6220
O (1.288, 0.955, -1.015)  -0.2494
O (1.138, 1.249, 1.570)  -0.3097
C (-0.797, -2.159, -1.297)  -0.4061
C (-1.394, -1.281, -0.265)  -0.0576
C (1.001, 0.629, 2.850)  -0.6545
C (-1.533, -0.947, -1.700)  0.0387
C (0.450, 2.054, -1.137)  -0.7963
H (0.814, 3.000, -0.777)  0.2938
H (1.454, -0.441, 2.887)  0.3038
H (-1.253, -3.106, -1.405)  0.3038
H (0.356, -2.169, -1.462)  0.1285
H (1.454, 1.383, 3.538)  0.2152
H (-0.580, 1.758, -0.791)  0.3392
H (0.166, 2.010, -2.264)  0.2871
H (-2.492, -0.998, -2.178)  0.2963
H (-0.975, -0.070, -1.757)  -0.1037
H (-0.021, 0.436, 2.986)  0.2966

Forces on the atoms, in the same order (eV/Å):
Br 0.7 0.1 -1.2
P -0.1 -0.2 0.2
O -0.5 0.1 -0.6
O 1.3 -1.0 1.7
O 0.0 -0.7 -1.7
C 3.1 0.0 0.6
C 1.0 0.0 1.1
C 1.8 -0.9 0.5
C -1.6 0.1 1.2
C -3.5 -1.0 -3.2
H 0.2 0.1 0.2
H 0.0 2.1 0.0
H -0.5 -0.9 -0.4
H -2.2 -0.1 0.5
H -0.5 -1.2 -0.2
H 0.9 0.8 0.7
H 1.0 1.1 1.5
H -0.2 0.1 -0.3
H 0.8 1.3 -1.4
H -1.6 0.2 0.8

---

electronic energy of number 4 (C5H10Cl2Si)? -38272.7147 eV